The following is a DFT calculation (ωB97M-V/def2-TZVPD) of 12 unconnected molecules or ions with the total composition C32H72N8O24S4 in a non-equilibrium geometry.

* net charge: 0
* E_tot: -138746.84009 eV
* gap between HOMO and LUMO: 0.330 Ha
* SMILES: O=S1(=O)OCCO1.O=S1(=O)OCCO1.O=S1(=O)OCCO1.O=S1(=O)OCCO1.CNC(C)=O.CNC(C)=O.CNC(C)=O.CNC(C)=O.CNC(C)=O.CNC(C)=O.CNC(C)=O.CNC(C)=O
* HOMO level: -9.015 eV
* LUMO energy: -0.03 eV
* energy relative to the best compared isomer or geometry (same formula, charge and spin): 75.7 kcal per mole

Geometry (Å):
C (-4.8888, -11.4696, -5.7879)
C (-5.0324, -10.8476, -4.3606)
O (-6.1234, -10.5276, -3.8870)
N (-3.8884, -10.9064, -3.6589)
C (-3.7664, -10.4987, -2.3169)
H (-4.4620, -10.6401, -6.3517)
H (-5.8728, -11.8301, -6.0878)
H (-4.0896, -12.2100, -5.8215)
H (-3.0171, -11.1222, -4.1219)
H (-3.6056, -9.4210, -2.3477)
H (-2.8241, -10.8077, -1.8645)
H (-4.5780, -10.7666, -1.6406)
C (-4.9313, -9.4321, -10.1329)
C (-5.1802, -7.9510, -10.4080)
O (-5.3796, -7.0760, -9.4705)
N (-4.9384, -7.5550, -11.7264)
C (-4.9580, -6.1942, -12.2546)
H (-5.0353, -10.0136, -11.0490)
H (-5.8139, -9.5810, -9.5109)
H (-3.9359, -9.4517, -9.6892)
H (-4.7782, -8.2325, -12.4581)
H (-4.8992, -5.3770, -11.5356)
H (-5.8194, -6.0107, -12.8968)
H (-4.0734, -6.0934, -12.8835)
C (-5.8479, -16.4164, -10.7160)
C (-6.3091, -15.3388, -9.7008)
O (-6.1018, -15.4325, -8.4938)
N (-6.6379, -14.2466, -10.3559)
C (-6.7612, -12.9590, -9.8697)
H (-5.2397, -15.9254, -11.4757)
H (-6.7825, -16.7867, -11.1373)
H (-5.3250, -17.2630, -10.2709)
H (-7.0095, -14.3801, -11.2855)
H (-6.4219, -12.7333, -8.8588)
H (-7.7527, -12.5303, -9.7237)
H (-6.1851, -12.2258, -10.4342)
C (-11.5574, -16.7540, -8.9958)
C (-10.6236, -16.2102, -10.0466)
O (-9.5555, -16.7967, -10.1866)
N (-11.0960, -15.1988, -10.7353)
C (-10.3592, -14.5104, -11.7906)
H (-12.4865, -17.2278, -9.3126)
H (-11.6636, -15.9639, -8.2524)
H (-10.8726, -17.4067, -8.4544)
H (-12.0024, -14.7932, -10.5507)
H (-9.4752, -15.1216, -11.9728)
H (-10.0998, -13.4723, -11.5830)
H (-10.8263, -14.6619, -12.7637)
C (-4.3778, -19.5165, -8.4233)
C (-3.4610, -20.6964, -8.6078)
O (-2.2806, -20.5607, -8.4952)
N (-3.9961, -21.9111, -8.7758)
C (-3.3725, -23.2172, -8.6680)
H (-3.9423, -18.8427, -9.1611)
H (-4.4673, -19.1457, -7.4022)
H (-5.3726, -19.7914, -8.7737)
H (-4.9950, -22.0587, -8.8006)
H (-2.3471, -23.3387, -9.0171)
H (-4.0868, -23.9169, -9.1018)
H (-3.2143, -23.4536, -7.6157)
C (-5.1240, -19.7499, -12.8336)
C (-4.9408, -20.5921, -14.0158)
O (-4.4035, -21.6476, -13.8884)
N (-5.5709, -20.1986, -15.1552)
C (-5.5816, -20.9068, -16.4192)
H (-6.0711, -19.2319, -12.6823)
H (-4.3053, -19.0303, -12.8423)
H (-4.8887, -20.2070, -11.8724)
H (-6.1542, -19.3874, -15.3034)
H (-6.1360, -20.2815, -17.1191)
H (-6.0876, -21.8323, -16.1442)
H (-4.6208, -21.1977, -16.8438)
C (-6.6258, -15.2803, -14.2060)
C (-5.3157, -15.9359, -14.6798)
O (-4.2933, -15.9298, -13.9525)
N (-5.3892, -16.5954, -15.8239)
C (-4.3205, -17.2129, -16.5561)
H (-7.4051, -15.8927, -14.6594)
H (-6.8854, -14.2897, -14.5794)
H (-6.7469, -15.1893, -13.1265)
H (-6.1906, -16.3270, -16.3769)
H (-3.2987, -16.9475, -16.2848)
H (-4.3739, -17.2121, -17.6448)
H (-4.2176, -18.2660, -16.2945)
C (-8.7623, -17.3632, -6.3437)
C (-9.1547, -15.9316, -5.8909)
O (-10.1020, -15.8813, -5.1053)
N (-8.6290, -14.8728, -6.5201)
C (-9.0731, -13.4964, -6.2820)
H (-8.4060, -17.8789, -5.4520)
H (-8.0022, -17.4715, -7.1173)
H (-9.6416, -17.9511, -6.6069)
H (-8.0269, -15.1278, -7.2899)
H (-9.7344, -13.5398, -5.4166)
H (-9.7037, -13.2391, -7.1330)
H (-8.3422, -12.6984, -6.1514)
C (-0.8908, -17.4740, -8.2800)
C (-1.7706, -17.2092, -9.4302)
O (-2.9253, -16.5655, -8.8443)
S (-2.9267, -16.3374, -7.1993)
O (-3.9355, -17.1319, -6.5281)
O (-2.9870, -14.8794, -7.0160)
O (-1.3944, -16.8936, -7.1270)
H (0.1633, -17.2179, -8.3874)
H (-1.0566, -18.5078, -7.9770)
H (-1.9520, -18.1578, -9.9353)
H (-1.3616, -16.5373, -10.1848)
C (-5.8487, -9.5791, -15.4479)
C (-6.7642, -8.9093, -14.4199)
O (-7.8448, -9.8571, -14.1929)
S (-7.2604, -11.4156, -14.4909)
O (-7.9452, -11.9939, -15.6359)
O (-7.2095, -12.2018, -13.2470)
O (-5.7525, -10.9517, -15.0837)
H (-4.8717, -9.1844, -15.1690)
H (-6.0576, -9.3187, -16.4855)
H (-7.1687, -7.9784, -14.8174)
H (-6.2032, -8.6802, -13.5139)
C (-8.5612, -9.2686, -7.2401)
C (-8.4345, -7.9023, -7.9247)
O (-8.5662, -8.0097, -9.3302)
S (-9.1279, -9.4970, -9.7154)
O (-8.4203, -9.9715, -10.9064)
O (-10.6078, -9.4333, -9.6493)
O (-8.3509, -10.1350, -8.3314)
H (-9.5208, -9.5129, -6.7845)
H (-7.6995, -9.5613, -6.6404)
H (-7.6812, -7.1685, -7.6380)
H (-9.3756, -7.3802, -7.7518)
C (-8.3051, -19.6301, -10.0931)
C (-9.1001, -20.7627, -9.5200)
O (-8.4916, -21.9811, -9.8039)
S (-7.2779, -21.8423, -11.0720)
O (-7.8510, -21.8224, -12.3964)
O (-6.1672, -22.7139, -10.7259)
O (-7.1071, -20.2853, -10.5496)
H (-8.0767, -18.8314, -9.3875)
H (-8.6700, -19.3015, -11.0662)
H (-10.0017, -20.8443, -10.1270)
H (-9.3105, -20.5446, -8.4730)

These are the Löwdin partial charges, in e, on atoms 1 to 99:
1. C 0.01
2. C -0.53
3. O 0.02
4. N -0.02
5. C -0.10
6. H 0.07
7. H 0.06
8. H 0.07
9. H 0.14
10. H 0.09
11. H 0.08
12. H 0.09
13. C 0.01
14. C -0.44
15. O -0.03
16. N -0.01
17. C -0.07
18. H 0.07
19. H 0.07
20. H 0.10
21. H 0.10
22. H 0.09
23. H 0.07
24. H 0.08
25. C 0.02
26. C -0.52
27. O 0.04
28. N 0.02
29. C -0.09
30. H 0.07
31. H 0.07
32. H 0.06
33. H 0.11
34. H 0.09
35. H 0.07
36. H 0.07
37. C 0.01
38. C -0.57
39. O 0.02
40. N 0.03
41. C -0.05
42. H 0.09
43. H 0.09
44. H 0.06
45. H 0.15
46. H 0.07
47. H 0.09
48. H 0.08
49. C 0.03
50. C -0.57
51. O 0.06
52. N 0.01
53. C -0.06
54. H 0.06
55. H 0.08
56. H 0.06
57. H 0.10
58. H 0.08
59. H 0.08
60. H 0.08
61. C -0.01
62. C -0.59
63. O 0.09
64. N -0.01
65. C -0.08
66. H 0.08
67. H 0.09
68. H 0.07
69. H 0.12
70. H 0.08
71. H 0.09
72. H 0.08
73. C 0.02
74. C -0.51
75. O 0.01
76. N 0.01
77. C -0.07
78. H 0.08
79. H 0.05
80. H 0.05
81. H 0.14
82. H 0.09
83. H 0.09
84. H 0.06
85. C 0.00
86. C -0.54
87. O 0.00
88. N 0.03
89. C -0.04
90. H 0.08
91. H 0.06
92. H 0.06
93. H 0.10
94. H 0.08
95. H 0.08
96. H 0.07
97. C -0.21
98. C -0.16
99. O -0.23